Entry 1:
Molecular formula: C7H12NO5S
Method: DFT, ωB97M-V with the def2-TZVPD basis set

```
26
Properties=species:S:1:pos:R:3:mulliken_charge:R:1
S -1.934 0.837 -0.077 1.40
O -1.797 1.383 -1.432 -0.78
O -1.672 1.870 0.928 -0.69
O -1.533 -1.897 -1.338 -0.63
O 0.227 -2.599 -0.157 -0.75
O -3.128 0.077 0.178 -0.69
N 0.764 0.303 -0.446 0.24
C 0.685 0.135 -1.910 -0.93
C -1.278 -1.154 2.309 -1.03
C -0.406 -0.419 1.633 -0.16
C 0.853 1.745 -0.167 -1.08
C -0.641 -1.792 -0.519 0.41
C -0.454 -0.319 0.168 0.53
C 1.978 -0.377 0.044 -0.91
H 0.758 1.928 0.900 0.34
H 1.776 -1.456 0.028 0.32
H -1.287 -1.175 3.386 0.27
H 2.196 -0.073 1.065 0.38
H -0.295 0.510 -2.225 0.33
H 1.805 2.129 -0.538 0.41
H -2.030 -1.726 1.795 0.29
H 1.489 0.698 -2.386 0.38
H 0.318 0.178 2.179 0.09
H 0.014 2.240 -0.653 0.45
H 0.765 -0.917 -2.168 0.47
H 2.825 -0.129 -0.595 0.38
```

- LUMO: 3.0 eV
- HOMO energy: -5.0 eV
- Gap between HOMO and LUMO: 8.03 eV
- SMILES: C=C[C@](C(=O)[O-])([N+](C)(C)C)S(=O)(=O)[O-]
- Net charge: -1
- ΔE to the lowest compared entry with this formula, charge and spin: 0.0 kJ/mol


Entry 2:
Molecular formula: C7H12NOS
Method: DFT, ωB97M-V with the def2-TZVPD basis set

```
22
Properties=species:S:1:pos:R:3:mulliken_charge:R:1
S -1.075 1.356 2.915 -0.02
O -2.088 -0.610 1.296 -0.27
N 2.250 -2.381 -2.573 -0.81
C 0.126 2.294 2.164 -0.25
C -3.382 -0.881 1.927 -0.51
C 0.415 0.194 -0.780 0.30
C 0.527 2.062 0.895 -0.54
C 0.188 0.912 0.246 0.28
C 1.290 0.584 -1.911 -1.40
C -1.308 0.294 1.639 0.38
H 1.249 2.680 0.447 0.39
H -0.029 -0.849 -1.075 0.26
H 3.079 -2.460 -3.289 0.28
H -3.618 -1.906 1.956 0.25
H 2.748 -2.712 -1.672 0.26
H 1.832 -0.177 -2.436 0.40
H 2.138 1.140 -1.550 0.38
H 1.671 -3.147 -2.823 0.24
H -3.201 -0.384 2.966 0.26
H 0.455 3.122 2.755 0.41
H -4.184 -0.410 1.435 0.29
H 0.915 1.280 -2.531 0.42
```

- LUMO: -4.5 eV
- HOMO energy: -12.8 eV
- Gap between HOMO and LUMO: 8.25 eV
- Net charge: +1
- ΔE to the lowest compared entry with this formula, charge and spin: 468.4 kJ/mol


Entry 3:
Molecular formula: C7H12NOS2
Method: DFT, ωB97M-V with the def2-TZVPD basis set

```
23
Properties=species:S:1:pos:R:3:mulliken_charge:R:1
S -1.659 -1.123 -1.015 0.00
S -0.029 1.984 -0.647 -0.11
O 2.127 -0.799 1.328 -0.51
N -1.342 0.281 1.300 -0.49
C -0.553 -0.477 0.411 0.16
C 3.823 0.227 -0.092 -1.30
C -2.952 0.029 -0.425 -0.58
C 2.518 -0.347 0.300 1.02
C 0.247 0.285 -0.532 0.14
C 1.549 -0.238 -0.938 -1.26
C -2.785 -0.013 1.152 -0.63
H 1.459 -1.290 -1.294 0.24
H -3.448 0.605 1.609 0.45
H -2.742 0.962 -0.967 0.35
H -1.011 0.282 2.288 0.25
H 2.169 0.363 -1.629 0.55
H 4.622 -0.417 0.364 0.35
H -1.135 1.850 0.297 0.26
H -4.004 -0.387 -0.828 0.38
H 0.143 -1.260 0.924 0.53
H -2.982 -1.020 1.408 0.39
H 3.927 0.057 -1.138 0.45
H 3.892 1.274 0.036 0.36
```

- LUMO: -4.9 eV
- HOMO energy: -13.2 eV
- Gap between HOMO and LUMO: 8.23 eV
- Net charge: +1
- ΔE to the lowest compared entry with this formula, charge and spin: 9.0 kJ/mol


Entry 4:
Molecular formula: C7H12NPS
Method: DFT, ωB97M-V with the def2-TZVPD basis set

```
22
Properties=species:S:1:pos:R:3:mulliken_charge:R:1
S 3.283 -1.659 0.645 -0.26
P 3.007 2.759 0.576 -0.14
N 3.274 -0.109 0.474 -0.02
C 2.862 1.012 0.444 0.38
C -0.128 -1.422 1.071 -0.28
C -0.694 -0.042 1.498 -0.66
C -0.066 1.023 0.612 -0.44
C -0.557 -0.397 -1.221 -0.71
C 0.113 -1.557 -0.449 -0.38
C -0.080 0.920 -0.686 -0.39
H 1.216 -1.596 -0.670 0.03
H 0.398 1.624 -1.325 0.34
H 0.352 1.818 1.249 0.49
H 3.754 3.207 -0.564 0.07
H -0.855 -2.229 1.413 0.29
H -0.391 -2.404 -0.875 0.34
H -0.469 -0.024 2.605 0.33
H -1.606 -0.575 -0.987 0.28
H -1.831 -0.075 1.240 0.26
H 0.927 -1.433 1.502 0.01
H -0.271 -0.402 -2.260 0.39
H 1.732 2.941 -0.083 0.05
```

- LUMO (alpha / beta): -0.2 / -0.2 eV
- HOMO energy (alpha / beta): -8.3 / -8.3 eV
- Gap between HOMO and LUMO (alpha / beta): 8.12 / 8.12 eV
- SMILES: [PH2]#CN=S.C1=CCCCC1
- ΔE to the lowest compared entry with this formula, charge and spin: 186.1 kJ/mol


Entry 5:
Molecular formula: C7H12NS2
Method: DFT, ωB97M-V with the def2-TZVPD basis set

```
22
Properties=species:S:1:pos:R:3:mulliken_charge:R:1
S 2.343 0.828 -0.536 0.13
S 1.439 -2.113 0.303 -0.05
N 0.787 0.564 2.079 -0.64
C 0.694 0.468 -0.198 0.48
C -1.258 -1.076 0.297 -0.61
C 0.090 -1.249 -1.816 -1.49
C 0.154 -0.937 -0.291 0.69
C -2.108 -0.031 0.122 -0.46
C -1.634 1.190 -0.527 -0.91
C -0.356 1.470 -0.396 -0.59
H -1.408 -1.933 0.889 0.55
H -3.154 -0.037 0.388 0.49
H 0.972 -1.098 -2.433 0.37
H 2.154 2.075 -0.850 0.24
H 1.720 -1.500 1.470 0.13
H -0.044 2.487 -0.574 0.36
H 1.756 0.953 1.973 0.34
H -0.757 -0.631 -2.392 0.30
H 0.123 1.231 2.506 0.25
H -0.248 -2.244 -1.781 0.55
H 1.032 -0.317 2.635 0.25
H -2.297 1.900 -0.868 0.62
```

- LUMO: -5.2 eV
- HOMO energy: -13.3 eV
- Gap between HOMO and LUMO: 8.11 eV
- Net charge: +1
- ΔE to the lowest compared entry with this formula, charge and spin: 155.6 kJ/mol


Entry 6:
Molecular formula: C7H12O
Method: DFT, ωB97M-V with the def2-TZVPD basis set

```
20
Properties=species:S:1:pos:R:3:mulliken_charge:R:1
O -0.064 0.851 2.698 -0.63
C -0.379 0.659 -0.534 -0.13
C 0.270 -2.279 0.049 -0.78
C 0.976 -1.418 -0.675 -0.30
C -2.812 0.601 -0.392 -0.86
C -1.691 0.085 -0.868 -0.25
C 2.102 0.837 -0.347 -1.39
C 0.809 0.058 -0.446 0.48
H 0.283 0.034 2.327 0.33
H -0.357 -1.939 0.858 0.24
H 2.137 1.454 0.551 0.26
H -1.713 -0.749 -1.560 0.40
H -2.839 1.398 0.348 0.24
H 1.703 -1.609 -1.456 0.34
H 0.223 1.594 2.177 0.32
H -0.317 1.739 -0.398 0.48
H 2.987 0.206 -0.340 0.37
H 0.339 -3.355 -0.057 0.28
H -3.827 0.365 -0.696 0.27
H 2.169 1.468 -1.237 0.35
```

- LUMO: 0.9 eV
- HOMO energy: -8.6 eV
- Gap between HOMO and LUMO: 9.49 eV
- SMILES: C=C/C=C(/C)C=C.O
- ΔE to the lowest compared entry with this formula, charge and spin: 173.2 kJ/mol


Entry 7:
Molecular formula: C7H12O
Method: DFT, ωB97M-V with the def2-TZVPD basis set

```
20
Properties=species:S:1:pos:R:3:mulliken_charge:R:1
O -0.273 2.638 -0.150 -0.56
C 0.997 -0.689 -0.567 -0.21
C 0.359 0.663 2.241 -0.66
C -1.728 -0.231 -0.640 -0.29
C 1.153 -1.013 0.710 -0.29
C 1.412 0.001 1.794 -0.25
C -1.289 -1.178 -1.451 -0.15
C 0.211 -1.478 -1.585 -0.70
H 0.452 3.150 -0.495 0.28
H -1.863 -1.754 -2.167 0.37
H 0.468 -2.535 -1.545 0.36
H -1.032 0.280 0.001 -0.29
H 2.438 0.155 2.105 0.35
H 1.234 0.328 -0.870 0.25
H 0.463 -1.173 -2.609 0.31
H -0.645 0.343 2.004 0.30
H -1.113 3.069 -0.364 0.29
H -2.760 0.042 -0.461 0.30
H 1.109 -2.050 1.042 0.32
H 0.406 1.430 3.008 0.28
```

- LUMO: 0.7 eV
- HOMO energy: -9.1 eV
- Gap between HOMO and LUMO: 9.80 eV
- SMILES: C=C/C=C/CC=C.O
- ΔE to the lowest compared entry with this formula, charge and spin: 228.8 kJ/mol


Entry 8:
Molecular formula: C7H12O
Method: DFT, ωB97M-V with the def2-TZVPD basis set

```
20
Properties=species:S:1:pos:R:3:mulliken_charge:R:1
O -2.220 -2.142 0.837 -0.59
C -0.616 2.834 -0.163 -0.92
C -0.044 0.441 -0.667 1.12
C 1.445 -0.678 0.917 -0.13
C 0.849 -0.534 -0.433 -0.40
C -0.802 0.288 -1.997 -1.17
C -0.275 1.595 0.157 -0.22
C 2.671 -1.062 1.265 -0.94
H -0.920 3.509 0.627 0.27
H 1.330 -1.218 -1.112 0.35
H -2.369 -2.383 1.761 0.30
H 2.928 -1.169 2.315 0.24
H -1.628 -0.404 -1.837 0.23
H -0.858 3.161 -1.168 0.27
H -1.249 1.213 -2.355 0.36
H -2.856 -2.546 0.244 0.30
H 3.580 -1.150 0.678 0.28
H 0.830 -0.452 1.784 0.27
H -0.194 1.376 1.227 0.09
H -0.102 -0.172 -2.693 0.30
```

- LUMO: 0.7 eV
- HOMO energy: -8.0 eV
- Gap between HOMO and LUMO: 8.79 eV
- SMILES: C=C/C=C(/C)C=C.O
- ΔE to the lowest compared entry with this formula, charge and spin: 215.2 kJ/mol


no.,electronic energy (Eh)
1,-1103.0882
2,-801.6735
3,-1199.9694
4,-1068.0785
5,-1124.7192
6,-349.0827
7,-349.0615
8,-349.0667